C20H20N4O5 in the gas phase in a non-equilibrium geometry, computed with ωB97M-V with the def2-TZVPD basis set.

Last column: Löwdin charge in e.
Positions of all 49 atoms, in Å:
C  0.252  7.224  4.306  -0.05
C  -0.019  5.910  3.638  -0.28
C  -0.128  4.748  4.396  -0.07
C  -0.362  3.536  3.779  -0.08
C  -0.496  3.451  2.402  -0.03
C  -0.388  4.603  1.636  -0.25
O  -0.527  4.666  0.276  -0.02
C  -0.686  3.475  -0.442  -0.13
C  0.575  2.626  -0.431  -0.42
O  1.604  2.945  0.101  0.13
N  0.496  1.413  -1.092  0.17
C  -0.542  0.866  -1.770  -0.22
N  -1.732  1.391  -1.932  0.12
O  -2.458  0.522  -2.662  -0.06
N  -1.749  -0.564  -2.976  0.12
C  -0.560  -0.415  -2.457  -0.20
N  0.384  -1.402  -2.632  0.19
C  1.663  -1.486  -2.188  -0.43
O  2.244  -0.634  -1.551  0.09
C  2.337  -2.790  -2.607  -0.10
O  1.437  -3.826  -2.897  -0.06
C  0.785  -4.434  -1.842  -0.26
C  0.826  -3.988  -0.530  -0.02
C  0.112  -4.680  0.438  -0.07
C  -0.635  -5.791  0.107  -0.05
C  -0.686  -6.241  -1.210  -0.27
C  -1.505  -7.441  -1.568  -0.05
C  0.029  -5.554  -2.176  0.03
C  -0.152  5.825  2.265  0.03
H  1.271  7.245  4.690  0.08
H  -0.423  7.373  5.147  0.08
H  0.131  8.048  3.607  0.07
H  -0.025  4.798  5.470  0.11
H  -0.443  2.636  4.371  0.10
H  -0.669  2.487  1.950  0.11
H  -1.540  2.884  -0.085  0.13
H  -0.900  3.773  -1.473  0.14
H  1.359  0.851  -1.091  0.12
H  0.037  -2.198  -3.161  0.16
H  3.067  -3.073  -1.840  0.15
H  2.880  -2.599  -3.540  0.15
H  1.397  -3.119  -0.243  0.11
H  0.145  -4.335  1.460  0.11
H  -1.187  -6.318  0.871  0.11
H  -2.564  -7.227  -1.427  0.09
H  -1.249  -8.281  -0.925  0.08
H  -1.346  -7.730  -2.603  0.08
H  0.017  -5.872  -3.207  0.12
H  -0.072  6.705  1.645  0.12

As for the structure (SMILES): Cc1cccc(OCC(=O)Nc2nonc2NC(=O)COc2cccc(C)c2)c1. Its net charge is 0. For the frontier orbital gap, the calculation gives 0.318 hartree. Its energy relative to the best compared isomer or geometry (same formula, charge and spin) is 4.140 eV.